DFT (wB97M-V/def2-TZVPD) results for a molecular structure, C18H32B2Cl16F14HgNO4S2 in a non-equilibrium geometry.

ORCA input file:
```
! wB97M-V def2-TZVPD RIJCOSX def2/J DEFGRID3
* xyz -1 1
Hg 1.279 -1.243 3.074
B -1.195 -2.555 3.786
F -0.618 -1.627 4.653
F -1.138 -3.821 4.428
F -2.476 -2.202 3.409
F -0.397 -2.676 2.611
B 2.722 0.704 4.436
F 1.745 1.270 3.612
F 2.058 0.030 5.492
F 3.362 -0.373 3.727
F 3.554 1.662 4.990
C 1.709 -2.373 -0.978
F 2.405 -2.267 -2.091
F 0.429 -2.288 -1.297
F 1.937 -3.491 -0.347
S 2.168 -0.880 0.121
O 2.991 -1.455 1.177
O 2.762 0.111 -0.731
N 0.783 -0.431 1.068
S 0.247 0.865 0.353
O 1.151 1.981 0.558
O -0.288 0.635 -0.981
C -1.271 1.267 1.380
F -0.937 1.158 2.668
F -1.657 2.482 1.139
F -2.208 0.372 1.169
Cl -0.613 3.113 -3.199
C 1.123 2.696 -3.229
C 2.028 3.898 -3.137
Cl 1.865 4.739 -1.601
H 1.352 2.015 -4.046
H 1.202 2.119 -2.306
H 1.901 4.607 -3.951
H 3.057 3.531 -3.146
Cl 6.395 1.374 3.100
C 5.478 1.271 1.584
C 4.415 2.341 1.421
Cl 5.158 3.974 1.324
H 5.097 0.254 1.492
H 6.127 1.329 0.707
H 3.655 2.356 2.198
H 3.899 2.233 0.471
Cl -4.859 -0.747 -0.656
C -3.583 -0.142 -1.754
C -4.023 1.012 -2.634
Cl -5.564 0.623 -3.471
H -3.243 -0.988 -2.347
H -2.727 0.194 -1.171
H -3.303 1.222 -3.422
H -4.190 1.945 -2.098
Cl -4.836 -3.781 -5.209
C -4.182 -3.271 -3.638
C -2.896 -4.038 -3.412
Cl -2.186 -3.687 -1.806
H -4.924 -3.531 -2.885
H -4.075 -2.191 -3.670
H -2.160 -3.694 -4.138
H -3.018 -5.107 -3.550
Cl -2.043 3.326 4.881
C -2.879 2.014 5.790
C -2.332 0.619 5.499
Cl -3.315 -0.619 6.366
H -3.911 2.066 5.450
H -2.862 2.262 6.847
H -1.287 0.593 5.795
H -2.423 0.407 4.440
Cl -2.044 7.033 0.676
C -2.926 5.666 -0.020
C -3.542 4.828 1.085
Cl -4.384 3.411 0.325
H -2.181 5.131 -0.606
H -3.641 6.119 -0.702
H -4.290 5.377 1.645
H -2.775 4.429 1.739
Cl 1.162 -6.886 -2.631
C 0.537 -7.462 -1.108
C 0.183 -6.359 -0.147
Cl -0.852 -7.017 1.150
H 1.295 -8.081 -0.629
H -0.344 -8.074 -1.291
H -0.420 -5.588 -0.623
H 1.085 -5.912 0.262
Cl 5.446 0.896 -2.586
C 4.679 0.742 -4.171
C 3.521 -0.212 -4.172
Cl 2.753 -0.195 -5.778
H 5.440 0.453 -4.889
H 4.320 1.746 -4.392
H 2.724 0.002 -3.464
H 3.820 -1.242 -3.988
*
```

Calculated values
E_LUMO   -0.113 eV
E_tot   -294481.8091 eV